C9H36N9O12 | ωB97M-V/def2-TZVPD

```
66
Properties=species:S:1:pos:R:3:forces:R:3:mulliken_charge:R:1
N 19.267 -2.946 2.389 1.34 -0.52 -0.72 0.70
O 18.227 -2.320 2.663 0.10 -0.09 0.11 -0.78
O 19.231 -3.986 1.696 -0.40 0.09 0.31 -0.21
O 20.406 -2.510 2.695 -1.23 0.32 0.74 -0.40
C 19.985 -7.587 2.799 -0.01 -0.29 0.08 -0.39
O 18.607 -7.899 2.857 -0.34 -0.56 -0.22 -0.57
H 20.431 -8.139 1.967 -0.20 0.22 -0.20 0.28
H 20.094 -6.510 2.672 0.34 -0.10 0.19 -0.05
H 20.497 -7.974 3.686 0.11 0.44 0.09 0.33
H 18.302 -7.807 3.762 0.05 0.35 0.01 0.30
C 22.741 -1.798 5.267 0.26 0.78 -0.31 -0.67
O 22.818 -2.613 4.134 0.26 -0.90 -0.19 -0.53
H 21.727 -1.564 5.590 -0.16 -0.20 0.12 0.23
H 23.311 -2.265 6.072 -0.19 -0.14 0.05 0.31
H 23.229 -0.836 5.069 -0.06 0.07 0.05 0.26
H 22.068 -2.578 3.523 -0.05 0.40 0.29 0.45
C 16.165 -5.260 2.986 0.04 -1.02 -0.70 -0.31
O 15.800 -3.926 3.215 -0.56 0.08 0.27 -0.63
H 15.405 -6.002 3.255 -0.44 0.65 0.54 0.39
H 16.233 -5.454 1.906 0.64 0.06 0.06 0.16
H 17.062 -5.563 3.533 0.19 0.20 -0.31 0.04
H 16.516 -3.378 2.873 0.19 0.05 0.15 0.32
C 15.748 -1.574 -0.543 -0.36 0.93 0.50 -0.65
O 16.775 -0.715 -0.002 0.06 -0.57 -0.53 -0.52
H 14.819 -1.008 -0.421 -0.33 -0.58 0.30 0.26
H 15.793 -1.734 -1.621 0.82 0.01 0.03 0.30
H 15.783 -2.522 -0.011 -0.43 -0.11 -0.21 0.28
H 16.905 -1.032 0.897 0.17 0.09 0.07 0.29
C 18.231 -6.127 -0.816 -0.27 -0.01 0.95 -0.66
O 17.844 -4.801 -0.546 -0.42 0.64 -0.41 -0.46
H 17.910 -6.352 -1.832 0.28 -0.06 -0.04 0.25
H 19.305 -6.270 -0.659 0.04 -0.06 -0.36 0.22
H 17.716 -6.805 -0.124 0.04 -0.18 -0.16 0.25
H 17.996 -4.556 0.378 0.29 -0.29 -0.04 0.38
C 18.730 0.991 4.183 0.40 0.69 0.01 0.44
O 18.537 2.123 4.621 -0.26 -0.56 0.03 -0.72
N 19.527 0.075 4.823 0.09 -0.23 0.02 -0.27
N 18.291 0.567 2.968 -0.15 -0.65 -0.48 -0.28
H 19.694 0.177 5.805 -0.06 0.26 0.02 0.22
H 19.606 -0.850 4.441 -0.06 -0.20 -0.07 0.22
H 18.425 -0.402 2.660 -0.12 0.69 0.42 0.27
H 17.610 1.120 2.481 0.14 0.21 0.06 0.15
C 20.125 -5.524 5.743 0.10 -0.20 -1.56 0.54
O 19.207 -5.466 4.919 0.33 -0.02 0.94 -0.60
N 20.409 -6.682 6.412 -1.07 0.26 0.18 -0.44
N 21.009 -4.520 5.926 -0.36 0.29 -0.03 -0.30
H 19.669 -7.349 6.274 0.51 -0.48 0.30 0.23
H 21.318 -6.886 6.775 -0.02 -0.26 0.06 0.17
H 21.681 -4.547 6.667 0.22 0.14 -0.15 0.16
H 21.060 -3.852 5.173 0.27 0.15 0.23 0.16
C 22.863 -4.386 0.664 1.18 0.14 -0.61 0.51
O 24.079 -4.358 0.449 -0.67 -0.15 0.23 -0.74
N 22.202 -5.485 1.125 -0.27 0.56 -0.18 -0.22
N 22.044 -3.337 0.401 0.66 -0.23 -0.10 -0.06
H 21.240 -5.307 1.361 -0.03 -0.75 0.32 0.14
H 22.730 -6.309 1.330 -0.18 -0.05 0.21 0.17
H 21.064 -3.403 0.588 -0.13 0.30 -0.06 0.00
H 22.490 -2.503 0.064 -0.27 0.07 -0.04 0.16
C 20.105 -0.455 -1.030 1.96 -1.01 -0.42 0.39
O 21.077 0.206 -1.412 -0.99 0.15 0.43 -0.75
N 20.084 -1.081 0.182 0.20 0.83 0.33 0.21
N 19.127 -0.880 -1.850 -0.92 0.07 -0.98 -0.25
H 19.380 -1.744 0.428 -0.19 0.00 -0.06 -0.19
H 20.837 -0.878 0.815 -0.19 -0.02 0.13 0.16
H 18.303 -1.332 -1.499 -0.04 0.13 0.18 0.15
H 19.108 -0.556 -2.800 0.15 0.16 0.13 0.20
```
Forces are in eV/Å.

- ΔE to the lowest compared entry with this formula, charge and spin (kJ/mol) = 96.94
- maximum force (eV Å⁻¹) = 2.24
- E_tot (eV) = -47899.5981
- total charge = -1
- HOMO (eV) = -6.99
- E_LUMO (eV) = 2.269